Entry 1:
The molecule C25H38O5, computed with ωB97M-V/def2-TZVPD.

Element x y z (Å)
C1 -2.365 2.375 -1.859
H1 -2.733 3.244 -2.401
C2 -3.543 1.587 -1.300
H2 -4.167 2.258 -0.705
H3 -4.145 1.205 -2.127
C3 -3.142 0.402 -0.403
C4 -2.433 0.956 0.827
O1 -2.742 1.989 1.369
O2 -1.441 0.174 1.261
C5 -0.688 0.675 2.370
C6 -1.424 0.489 3.699
H4 -0.826 0.983 4.468
H5 -2.386 1.001 3.643
C7 -1.627 -0.978 4.083
C8 -0.411 -1.788 3.769
C9 0.609 -1.382 3.011
C10 1.738 -2.259 2.764
C11 2.765 -1.922 1.990
C12 2.842 -0.603 1.280
C13 3.769 0.332 2.070
H6 3.824 1.317 1.616
H7 3.430 0.440 3.097
H8 4.772 -0.090 2.095
H9 3.302 -0.774 0.302
C14 1.417 -0.059 1.062
C15 1.377 1.287 0.323
H10 0.354 1.468 -0.006
H11 1.654 2.089 1.012
C16 2.286 1.393 -0.906
H12 2.134 2.378 -1.354
C17 2.026 0.344 -1.988
C18 3.147 0.326 -3.024
H13 4.070 0.013 -2.539
C19 2.778 -0.668 -4.123
C20 1.488 -0.185 -4.784
C21 0.423 0.310 -3.818
O3 -0.714 0.467 -4.181
O4 0.751 0.628 -2.571
H14 1.033 -0.969 -5.395
H15 1.709 0.653 -5.450
O5 2.635 -1.935 -3.518
H16 2.349 -2.574 -4.179
H17 3.581 -0.709 -4.878
H18 3.287 1.318 -3.456
H19 1.954 -0.657 -1.548
H20 3.332 1.320 -0.611
H21 0.882 -0.795 0.452
C22 0.690 0.005 2.420
H22 1.291 0.625 3.098
H23 3.601 -2.594 1.858
H24 1.712 -3.223 3.253
H25 -0.408 -2.795 4.166
C23 -2.838 -1.608 3.386
H26 -3.731 -1.010 3.555
H27 -2.654 -1.675 2.317
H28 -3.014 -2.611 3.769
H29 -1.809 -1.023 5.165
H30 -0.568 1.756 2.211
C24 -2.273 -0.609 -1.148
H31 -2.782 -0.929 -2.054
H32 -1.322 -0.169 -1.428
H33 -2.079 -1.480 -0.526
C25 -4.423 -0.282 0.101
H34 -5.017 -0.617 -0.747
H35 -4.187 -1.145 0.718
H36 -5.018 0.415 0.688
H37 -1.780 1.773 -2.546
H38 -1.724 2.727 -1.054

lowest unoccupied orbital energy	0.50	eV
multiplicity	1
maximum force	0.019	Eh/bohr
HOMO-LUMO gap	8.8	eV
structure (SMILES)	CCC(C)(C)C(=O)O[C@H]1C[C@@H](C)C=C2C=C[C@H](C)[C@H](CC[C@@H]3C[C@@H](O)CC(=O)O3)[C@H]21
net charge	0

---

Entry 2:
A structure of composition C25H39AsBr2N3O2STc, computed with ωB97M-V/def2-TZVPD.

Element x y z (Å)
Tc1 -0.523 -0.175 0.222
C1 -0.356 4.569 0.323
O1 -1.618 3.887 0.526
C2 -1.613 2.586 0.441
O2 -0.576 1.932 0.228
N1 -2.827 2.039 0.587
N2 -2.957 0.651 0.528
H1 -0.592 5.623 0.395
H2 0.040 4.328 -0.660
H3 0.346 4.278 1.100
H4 -3.618 2.631 0.794
H5 -3.620 0.407 -0.200
H6 -3.276 0.296 1.426
Br1 -3.656 -2.649 1.478
C3 -2.390 -3.563 0.392
Br2 -0.582 -2.787 0.446
H7 -2.707 -3.541 -0.640
H8 -2.259 -4.571 0.764
C4 0.059 -2.028 5.073
As1 0.010 -0.205 4.455
C5 -0.787 0.857 5.846
C6 1.827 0.388 4.236
S1 -1.235 -0.062 2.732
H9 0.555 -2.070 6.042
H10 0.602 -2.634 4.352
H11 -0.960 -2.396 5.162
H12 -0.203 0.742 6.759
H13 -1.806 0.516 6.013
H14 -0.798 1.899 5.538
H15 2.334 0.326 5.199
H16 1.826 1.417 3.886
H17 2.332 -0.243 3.510
C7 2.365 -1.520 -2.137
C8 2.060 -0.242 -2.917
C9 2.260 1.082 -2.175
C10 0.712 -0.318 -3.587
C11 0.721 -0.389 -4.968
C12 -0.447 -0.484 -5.708
C13 -1.678 -0.494 -5.071
C14 -1.764 -0.406 -3.695
C15 -3.161 -0.336 -3.118
C16 -3.471 -1.393 -2.057
C17 -3.497 1.095 -2.690
C18 -0.555 -0.330 -2.901
N3 -0.720 -0.265 -1.568
H18 3.338 -1.444 -1.650
H19 2.396 -2.369 -2.821
H20 1.610 -1.732 -1.383
H21 2.786 -0.225 -3.733
H22 1.542 1.232 -1.372
H23 2.148 1.913 -2.874
H24 3.268 1.129 -1.760
H25 1.671 -0.381 -5.486
H26 -0.397 -0.541 -6.788
H27 -2.583 -0.554 -5.660
H28 -3.826 -0.559 -3.956
H29 -3.018 -1.153 -1.096
H30 -3.098 -2.368 -2.379
H31 -4.550 -1.479 -1.919
H32 -2.754 1.482 -1.995
H33 -4.492 1.137 -2.236
H34 -3.509 1.761 -3.553
C19 1.121 -0.251 0.637
C20 2.503 -0.308 0.971
C21 3.256 0.869 1.033
C22 4.584 0.810 1.416
C23 5.159 -0.407 1.760
C24 4.411 -1.578 1.705
C25 3.087 -1.538 1.302
H35 2.800 1.814 0.764
H36 5.175 1.715 1.448
H37 6.197 -0.446 2.063
H38 4.866 -2.524 1.964
H39 2.511 -2.453 1.237

lowest unoccupied orbital energy	-6.68	eV
multiplicity	1
maximum force	0.011	Eh/bohr
HOMO-LUMO gap	6.5	eV
net charge	+2

---

Entry 3:
A structure of composition C25H39AsCl2NO4PS5W, computed with ωB97M-V/def2-TZVPD.

Element x y z (Å)
W1 -1.680 -0.911 -0.367
S1 -2.409 -2.751 -1.426
As1 -0.598 -2.846 1.807
S2 0.475 -2.086 0.092
S3 -1.413 0.016 1.668
S4 0.654 -3.303 3.381
O1 1.491 1.428 -0.060
P1 2.929 1.673 0.219
C1 3.199 3.476 -0.109
C2 4.450 4.218 0.373
C3 5.553 4.289 -0.675
C4 5.027 4.912 -1.966
C5 3.832 4.140 -2.518
C6 2.726 3.968 -1.483
C7 3.919 0.308 -0.540
C8 3.223 -0.305 -1.765
C9 3.675 0.305 -3.080
C10 5.187 0.173 -3.238
C11 5.920 0.857 -2.089
C12 5.446 0.369 -0.721
C13 3.239 1.591 2.038
C14 2.220 0.642 2.706
C15 2.692 -0.805 2.804
C16 4.042 -0.895 3.504
C17 5.098 -0.087 2.756
C18 4.667 1.372 2.587
H1 2.387 3.757 0.576
H2 4.825 3.792 1.305
H3 4.148 5.247 0.611
H4 5.936 3.285 -0.873
H5 6.396 4.871 -0.290
H6 5.821 4.975 -2.716
H7 4.718 5.943 -1.750
H8 4.160 3.164 -2.874
H9 3.426 4.651 -3.396
H10 1.941 3.309 -1.851
H11 2.249 4.944 -1.331
H12 3.728 -0.404 0.265
H13 2.142 -0.240 -1.636
H14 3.475 -1.373 -1.779
H15 3.374 1.357 -3.128
H16 3.164 -0.193 -3.907
H17 5.519 0.587 -4.195
H18 5.446 -0.893 -3.249
H19 5.774 1.931 -2.175
H20 7.000 0.692 -2.170
H21 5.922 0.952 0.070
H22 5.816 -0.656 -0.597
H23 2.950 2.607 2.335
H24 1.267 0.688 2.173
H25 2.040 1.013 3.723
H26 2.744 -1.255 1.807
H27 1.935 -1.390 3.326
H28 4.360 -1.936 3.607
H29 3.943 -0.496 4.522
H30 5.276 -0.551 1.785
H31 6.059 -0.112 3.280
H32 5.410 1.921 2.001
H33 4.686 1.826 3.586
Cl1 -1.703 3.069 -1.216
C19 -0.884 2.391 -2.581
C20 -0.534 3.223 -3.627
C21 0.148 2.716 -4.727
C22 0.468 1.367 -4.761
C23 0.103 0.539 -3.715
Cl2 0.504 -1.146 -3.797
C24 -0.601 1.004 -2.582
N1 -1.011 0.194 -1.606
H34 -0.790 4.273 -3.567
H35 0.424 3.366 -5.548
H36 0.995 0.940 -5.604
C25 -5.712 -1.325 -1.120
S5 -4.694 -0.462 0.058
O2 -5.570 0.471 0.732
O3 -4.076 -1.485 0.905
O4 -3.617 0.186 -0.767
H37 -6.004 -2.269 -0.668
H38 -5.112 -1.523 -2.006
H39 -6.581 -0.712 -1.348

lowest unoccupied orbital energy	3.93	eV
multiplicity	1
maximum force	0.043	Eh/bohr
HOMO-LUMO gap	5.6	eV
net charge	-2

---

Entry 4:
A structure of composition C25H39Cl2IrPSe, computed with ωB97M-V/def2-TZVPD.

Element x y z (Å)
P1 -0.807 0.017 0.360
C1 -1.221 0.125 -1.461
C2 -1.537 1.505 -2.018
C3 -2.058 1.364 -3.457
C4 -1.122 0.545 -4.362
C5 -0.661 -0.779 -3.742
C6 -0.161 -0.612 -2.304
C7 0.593 1.209 0.714
C8 0.277 2.701 0.791
C9 1.478 3.445 1.396
C10 2.793 3.145 0.663
C11 3.049 1.654 0.426
C12 1.820 0.960 -0.173
C13 -2.289 0.684 1.246
C14 -3.543 -0.116 0.841
C15 -4.783 0.214 1.688
C16 -4.534 0.176 3.206
C17 -3.261 0.928 3.623
C18 -2.029 0.589 2.761
H1 -2.139 -0.487 -1.514
H2 -0.638 2.139 -2.002
H3 -2.298 2.011 -1.408
H4 -2.215 2.363 -3.881
H5 -3.048 0.888 -3.424
H6 -1.628 0.331 -5.310
H7 -0.241 1.153 -4.609
H8 -1.492 -1.495 -3.742
H9 0.126 -1.230 -4.355
H10 0.070 -1.592 -1.856
H11 0.776 -0.038 -2.302
H12 0.868 0.867 1.729
H13 1.570 3.151 2.453
H14 -0.614 2.883 1.403
H15 0.058 3.087 -0.215
H16 1.274 4.523 1.392
H17 3.629 3.560 1.232
H18 2.792 3.665 -0.303
H19 3.918 1.504 -0.229
H20 3.298 1.156 1.376
H21 2.017 -0.116 -0.282
H22 1.633 1.365 -1.181
H23 -2.395 1.737 0.936
H24 -3.785 0.053 -0.220
H25 -3.314 -1.188 0.942
H26 -5.138 1.217 1.417
H27 -5.582 -0.493 1.429
H28 -4.469 -0.870 3.538
H29 -5.399 0.615 3.720
H30 -3.031 0.700 4.672
H31 -3.455 2.007 3.562
H32 -1.192 1.238 3.063
H33 -1.722 -0.441 2.994
Ir1 0.898 -4.475 1.796
Cl1 1.476 -3.994 3.893
Cl2 -1.095 -4.250 0.762
C19 1.798 -4.398 -0.013
H34 1.095 -4.551 -0.837
C20 4.815 -1.422 -0.678
C21 4.119 -1.963 -1.772
C22 3.091 -2.881 -1.572
C23 2.730 -3.267 -0.262
C24 3.373 -2.670 0.819
C25 4.458 -1.805 0.620
H35 5.651 -0.734 -0.848
H36 4.411 -1.711 -2.792
H37 2.576 -3.357 -2.409
H38 3.030 -2.928 1.830
H39 5.049 -1.469 1.476
Se1 2.283 -6.139 0.760

lowest unoccupied orbital energy (alpha / beta)	4.28 / 3.88	eV
multiplicity	6
maximum force	0.050	Eh/bohr
HOMO-LUMO gap (alpha / beta)	1.5 / 6.7	eV
net charge	-2

---

Entry 5:
A structure of composition C25H39LaN7O3PS2, computed with ωB97M-V/def2-TZVPD.

Element x y z (Å)
La1 1.422 1.407 -1.346
N1 1.830 3.164 2.188
C1 2.598 2.024 2.096
C2 3.221 1.595 3.282
C3 4.046 0.496 3.258
C4 4.277 -0.129 2.037
C5 3.627 0.350 0.920
N2 2.759 1.373 0.942
C6 1.238 3.992 1.249
C7 0.995 5.313 1.657
C8 0.383 6.183 0.786
C9 0.007 5.718 -0.469
C10 0.264 4.401 -0.787
N3 0.865 3.538 0.050
H1 1.922 3.612 3.093
H2 3.059 2.145 4.195
H3 4.528 0.139 4.155
H4 4.948 -0.966 1.965
H5 3.829 -0.079 -0.056
H6 1.298 5.641 2.641
H7 0.204 7.208 1.073
H8 -0.467 6.371 -1.184
H9 -0.024 3.996 -1.758
N4 -0.691 0.774 -1.431
P1 -1.029 -0.549 -0.733
N5 0.027 -1.942 -0.832
C11 1.209 -1.863 0.002
C12 2.306 -2.814 -0.499
C13 1.661 -4.028 -1.164
C14 0.900 -3.575 -2.417
C15 0.389 -2.143 -2.223
N6 -1.139 -0.424 0.958
C16 -0.938 0.882 1.554
C17 -1.890 1.102 2.721
C18 -1.556 0.105 3.838
C19 -1.070 -1.230 3.253
C20 -1.640 -1.450 1.852
N7 -2.454 -1.232 -1.294
C21 -3.170 -0.491 -2.326
C22 -4.623 -0.944 -2.362
C23 -4.691 -2.399 -2.846
C24 -3.434 -3.170 -2.417
C25 -2.886 -2.604 -1.108
H10 0.931 -2.119 1.030
H11 1.602 -0.812 0.006
H12 2.933 -3.124 0.340
H13 2.943 -2.303 -1.225
H14 0.983 -4.497 -0.448
H15 2.420 -4.764 -1.434
H16 0.065 -4.252 -2.608
H17 1.561 -3.602 -3.283
H18 -0.500 -1.955 -2.835
H19 1.170 -1.408 -2.536
H20 -1.080 1.630 0.767
H21 0.094 0.978 1.933
H22 -2.915 0.965 2.375
H23 -1.794 2.126 3.087
H24 -2.438 -0.048 4.461
H25 -0.774 0.519 4.477
H26 -1.368 -2.054 3.902
H27 0.021 -1.234 3.193
H28 -2.738 -1.433 1.904
H29 -1.344 -2.425 1.456
H30 -2.725 -0.654 -3.318
H31 -3.067 0.571 -2.102
H32 -5.199 -0.303 -3.032
H33 -5.049 -0.851 -1.362
H34 -4.769 -2.421 -3.934
H35 -5.587 -2.879 -2.450
H36 -2.663 -3.086 -3.186
H37 -3.666 -4.229 -2.296
H38 -2.037 -3.195 -0.758
H39 -3.675 -2.658 -0.345
O1 3.330 0.625 -2.264
S1 3.369 1.950 -3.004
O2 1.918 2.167 -3.360
O3 4.278 1.993 -4.107
S2 3.664 3.284 -1.558

lowest unoccupied orbital energy	0.03	eV
multiplicity	1
maximum force	0.089	Eh/bohr
HOMO-LUMO gap	7.8	eV
net charge	0

---

Entry 6:
The molecule C25H39N3O3, computed with ωB97M-V/def2-TZVPD.

Element x y z (Å)
C1 0.934 -4.697 -3.308
H1 1.389 -3.742 -3.555
H2 0.605 -5.174 -4.229
H3 1.696 -5.325 -2.851
C2 -0.243 -4.520 -2.350
C3 -0.730 -5.890 -1.872
C4 -1.894 -5.766 -0.896
C5 -3.049 -5.013 -1.547
H4 -3.426 -5.593 -2.391
H5 -3.868 -4.884 -0.836
C6 -2.609 -3.640 -2.060
N1 -2.335 -2.742 -0.958
C7 -2.999 -1.586 -0.776
O1 -3.881 -1.207 -1.523
C8 -2.571 -0.732 0.416
C9 -1.753 -1.424 1.503
C10 -1.481 -0.444 2.643
C11 -0.713 0.777 2.137
C12 -1.490 1.458 1.009
C13 -1.790 0.474 -0.118
H6 -0.853 0.130 -0.563
H7 -2.374 0.964 -0.899
H8 -0.914 2.295 0.606
H9 -2.430 1.852 1.404
H10 0.256 0.442 1.751
C14 -0.442 1.738 3.306
N2 0.381 2.871 2.941
C15 1.714 2.708 2.797
C16 2.779 3.484 2.324
N3 2.948 4.729 1.854
C17 1.844 5.593 1.503
H11 0.975 5.343 2.112
C18 1.544 5.480 0.006
C19 2.801 5.837 -0.785
C20 3.971 4.957 -0.347
H12 4.884 5.257 -0.862
C21 4.178 5.064 1.166
H13 4.965 4.385 1.496
H14 4.453 6.089 1.435
H15 3.764 3.916 -0.602
H16 2.618 5.711 -1.854
H17 3.050 6.887 -0.610
H18 0.722 6.147 -0.261
H19 1.244 4.455 -0.226
H20 2.138 6.623 1.737
C22 3.751 2.414 2.612
O2 4.940 2.276 2.429
C23 2.602 1.593 3.154
O3 2.445 0.502 3.656
H21 -0.077 3.590 2.400
H22 -1.386 2.122 3.702
H23 0.080 1.193 4.095
H24 -0.899 -0.939 3.422
H25 -2.429 -0.122 3.081
H26 -0.789 -1.753 1.105
H27 -2.289 -2.295 1.888
H28 -3.502 -0.359 0.858
H29 -1.610 -3.015 -0.317
H30 -3.440 -3.175 -2.603
C24 -1.400 -3.753 -3.009
C25 -0.983 -2.359 -3.478
H31 -0.334 -2.416 -4.347
H32 -1.862 -1.778 -3.745
H33 -0.457 -1.828 -2.687
H34 -1.734 -4.328 -3.880
H35 -2.230 -6.760 -0.593
H36 -1.565 -5.245 0.006
H37 0.096 -6.424 -1.395
H38 -1.047 -6.476 -2.739
H39 0.110 -3.952 -1.481

lowest unoccupied orbital energy	0.48	eV
multiplicity	1
maximum force	0.016	Eh/bohr
HOMO-LUMO gap	8.3	eV
structure (SMILES)	C[C@H]1[C@H](C)CCC[C@H]1NC(=O)[C@H]1CC[C@H](CNc2c(N3CCCCC3)c(=O)c2=O)CC1
net charge	0